1.
ORCA calculation (ωB97M-V/def2-TZVPD) on an isolated molecule of C18H17F3N4O2 at a distorted geometry.

The geometry in XYZ format:
```
44
C18H17F3N4O2 (ωB97M-V/def2-TZVPD)
C -3.3288 -0.0311 -2.5023
O -3.4758 -0.2112 -1.1201
C -3.6582 0.9965 -0.4211
C -3.7539 0.6961 1.0706
N -2.5553 0.0426 1.5333
C -2.5918 -1.0231 2.3655
O -3.5942 -1.4100 2.9330
C -1.2686 -1.6560 2.5436
C -0.0772 -1.3632 1.8770
N 0.2404 -0.4735 0.9516
C 1.4662 -0.4407 0.4732
C 2.4668 -1.3289 0.9662
C 2.1333 -2.2346 1.9304
N 0.8615 -2.2760 2.3861
N 0.3348 -3.0774 3.2918
C -0.9380 -2.7198 3.3922
H -1.5896 -3.2334 4.0701
C 3.1193 -3.2061 2.5338
F 4.3411 -3.0530 1.9988
F 2.7688 -4.4788 2.3272
F 3.2553 -3.0348 3.8524
H 3.4812 -1.2746 0.6107
C 1.7490 0.5463 -0.5649
C 2.8071 0.3982 -1.4620
C 3.0310 1.3460 -2.4402
C 2.2171 2.4681 -2.5552
C 1.1589 2.6113 -1.6628
C 0.9242 1.6670 -0.6862
H 0.1097 1.7896 0.0107
H 0.5163 3.4769 -1.7360
C 2.4591 3.4807 -3.6288
H 3.5181 3.5511 -3.8650
H 1.9319 3.1885 -4.5377
H 2.0951 4.4605 -3.3295
H 3.8520 1.2140 -3.1299
H 3.4446 -0.4714 -1.4172
H -1.6969 0.2197 1.0290
H -3.9148 1.6357 1.6144
H -4.5920 0.0240 1.2742
H -4.5767 1.5029 -0.7573
H -2.8070 1.6724 -0.6139
H -4.2152 0.4456 -2.9400
H -2.4492 0.5853 -2.7324
H -3.1996 -1.0213 -2.9336
```

HOMO level, eV: -8.733
LUMO level, eV: -0.743
Charge: 0
Gap between HOMO and LUMO, eV: 7.99



2.
ORCA calculation (ωB97M-V/def2-TZVPD) on a cluster of 5 separate species, C18H17F4NO14 in total at a distorted geometry.

The geometry in XYZ format:
```
54
C18H17F4NO14 (ωB97M-V/def2-TZVPD)
C 18.5187 17.4409 8.8343
C 18.1100 16.7742 9.9494
C 18.5379 15.4499 10.2433
C 19.5566 14.8535 9.4732
C 19.9470 15.6027 8.3830
C 19.4698 16.8663 8.0426
N 20.2387 13.6485 9.8835
O 21.3216 13.3834 9.3277
O 19.6542 12.9235 10.7449
H 18.0760 18.3972 8.5977
H 17.2699 17.1355 10.5241
H 18.0618 14.9774 11.0898
H 20.7804 15.2385 7.8006
H 19.8034 17.3936 7.1611
C 23.6686 15.7962 6.3345
C 23.2240 17.1830 6.0134
O 22.3208 16.9533 4.9642
C 22.0433 15.5757 4.8908
O 21.2594 15.0367 4.1627
O 22.6305 14.9454 5.9066
F 24.2427 17.9194 5.5889
H 23.6951 15.8252 7.4238
H 24.6669 15.5288 5.9882
H 22.6829 17.8159 6.7169
C 20.2929 21.3451 7.6412
C 20.4172 22.2782 6.5116
O 21.8457 22.4804 6.6765
C 22.4024 21.3441 7.1784
O 23.5340 20.9076 6.9644
O 21.4024 20.5190 7.5305
F 19.6405 23.3200 6.5435
H 19.3720 20.7741 7.7597
H 20.3672 21.9802 8.5239
H 20.2532 21.7736 5.5595
C 21.9793 17.1486 11.7153
C 23.0577 16.0902 11.2729
O 23.0406 15.2083 12.3839
C 22.0134 15.4564 13.1866
O 21.7676 14.8535 14.2805
O 21.3754 16.6246 12.8321
F 24.2519 16.7268 11.2675
H 21.2213 17.4115 10.9775
H 22.2971 18.1191 12.0964
H 23.0439 15.6361 10.2821
C 17.4321 16.4896 4.5121
C 16.3243 17.4720 4.1616
O 17.0039 18.6990 4.0981
C 18.1456 18.6279 4.7563
O 18.9235 19.5883 5.0554
O 18.4624 17.2843 5.0222
F 15.4559 17.6622 5.2178
H 17.9152 16.1612 3.5918
H 16.9934 15.6379 5.0320
H 15.8046 17.1886 3.2464
```

HOMO level (alpha / beta), eV: -1.929 / -5.297
LUMO level (alpha / beta), eV: 2.120 / 2.119
Spin multiplicity: 2
Charge: -1
Gap between HOMO and LUMO (alpha / beta), eV: 4.05 / 7.42



3.
ORCA calculation (ωB97M-V/def2-TZVPD) on a structure of composition C18H17F6N4O9RhS3.

The geometry in XYZ format:
```
58
C18H17F6N4O9RhS3 (ωB97M-V/def2-TZVPD)
Rh -1.6735 1.4583 -1.0518
C -6.1310 1.6712 4.9913
C -5.4244 2.2886 3.8130
C -5.8186 3.5178 3.3012
C -5.1744 4.0752 2.2023
C -4.1191 3.4060 1.6070
C -3.7176 2.1703 2.1019
C -4.3658 1.6231 3.1959
S -3.2568 4.1281 0.2029
O -1.9758 4.5490 0.7181
O -4.1587 5.1656 -0.2605
N -3.0926 2.9708 -0.8495
C -4.3507 2.6226 -1.5226
C -4.2109 1.4316 -2.4770
O -5.1626 1.1499 -3.1952
O -3.0865 0.7985 -2.4506
H -6.8504 2.3659 5.4263
H -5.4227 1.3847 5.7713
H -6.6724 0.7693 4.6964
H -6.6460 4.0465 3.7632
H -5.4856 5.0260 1.7902
H -2.9108 1.6395 1.6086
H -4.0495 0.6566 3.5747
H -4.7408 3.4665 -2.0925
H -5.1355 2.3410 -0.8053
F 7.8584 -5.4698 0.4927
C 7.8418 -4.1404 0.3272
F 9.0892 -3.6888 0.4818
F 7.0831 -3.6139 1.2921
S 7.1775 -3.7425 -1.3464
O 5.8493 -4.2926 -1.3373
O 8.1564 -4.3033 -2.2292
N 7.2900 -2.1746 -1.2953
S 6.1383 -1.1364 -1.5207
O 5.0542 -1.6060 -2.3458
O 6.7053 0.1481 -1.7868
C 5.3548 -0.9392 0.1384
F 4.7397 -2.0655 0.5083
F 4.4484 0.0407 0.0901
F 6.2588 -0.6277 1.0710
N 3.0593 -3.7758 -2.2113
C 1.7181 -3.8136 -2.1194
O 1.0767 -4.8541 -2.1709
C 1.0010 -2.4883 -1.9662
C -0.3881 -2.4963 -1.9700
C -1.0811 -1.3177 -1.7687
N -0.4619 -0.1479 -1.5433
C 0.8735 -0.1346 -1.5739
C 1.6390 -1.2695 -1.7913
H 3.5610 -4.6481 -2.2389
H 3.6184 -2.9365 -2.1455
H -0.9121 -3.4298 -2.1157
H -2.1609 -1.2720 -1.7821
H 1.3405 0.8240 -1.3945
H 2.7175 -1.1702 -1.7987
C -0.5797 1.8657 0.3382
H 0.3137 1.2766 0.6030
H -0.7473 2.6770 1.0494
```

HOMO level (alpha / beta), eV: -3.115 / -3.116
ΔE to the lowest compared entry with this formula, charge and spin, kcal per mole: 0.3
LUMO level (alpha / beta), eV: 3.958 / 3.958
Charge: -2
Gap between HOMO and LUMO (alpha / beta), eV: 7.07 / 7.07



4.
ORCA calculation (ωB97M-V/def2-TZVPD) on a structure of composition C18H17F9N5O6S2Sr at a distorted geometry.

The geometry in XYZ format:
```
58
C18H17F9N5O6S2Sr (ωB97M-V/def2-TZVPD)
Sr 0.9426 -0.5619 0.9157
N 8.1857 -1.3544 -2.8116
C 7.1118 -0.9042 -2.0304
C 6.0056 -1.7267 -1.8089
C 4.9648 -1.3024 -1.0028
C 5.0263 -0.0495 -0.4085
C 6.1144 0.7775 -0.6181
C 7.1579 0.3502 -1.4220
S 3.6820 0.5107 0.5840
O 3.2980 -0.6538 1.3902
O 4.1161 1.6697 1.3223
N 2.5922 0.8228 -0.5423
C 1.6599 1.7863 -0.3836
N 1.2705 2.4352 -1.4969
C 0.3013 3.3257 -1.3501
C -0.3041 3.6168 -0.1338
C 0.1340 2.8782 0.9443
N 1.0951 1.9680 0.8291
H 7.9346 -2.0642 -3.4804
H 8.7133 -0.6152 -3.2465
H 5.9623 -2.7061 -2.2763
H 4.0929 -1.9286 -0.8417
H 6.1410 1.7509 -0.1421
H 8.0174 0.9934 -1.5784
H -0.0169 3.8391 -2.2545
H -1.0974 4.3442 -0.0488
H -0.2997 2.9839 1.9323
O -1.1271 -1.9633 0.2798
N -1.9991 -1.0850 0.5150
O -1.5439 0.0776 0.6060
O 1.8364 -2.6528 -0.5213
S 1.6471 -4.1069 -0.2252
C 0.0935 -4.6386 -0.9936
C -0.5990 -5.5255 0.0306
C -0.4631 -4.7952 1.3671
C 0.9816 -4.3085 1.4651
H 0.3275 -5.1332 -1.9352
H -0.4681 -3.7218 -1.1665
H -0.1182 -6.5089 0.0731
H -1.6431 -5.6817 -0.2439
H -0.7110 -5.4386 2.2110
H -1.1289 -3.9318 1.3825
H 1.6372 -5.0269 1.9587
H 1.0801 -3.3477 1.9764
F 1.3899 -0.5607 6.3102
C 1.4214 -0.5727 4.9732
F 2.5411 -1.1916 4.6229
F 1.5281 0.6975 4.5767
C 0.1744 -1.2578 4.3136
O 0.3430 -1.3608 2.9958
C -1.0962 -0.3920 4.6205
F -2.1977 -1.0205 4.2202
F -1.0430 0.7691 3.9680
F -1.2656 -0.1002 5.9180
C -0.0150 -2.6727 4.9596
F -0.9574 -3.3639 4.3186
F 1.1121 -3.3920 4.8771
F -0.3659 -2.6520 6.2513
```

HOMO level, eV: -5.780
ΔE to the lowest compared entry with this formula, charge and spin, kcal per mole: 15.0
LUMO level, eV: 2.315
Charge: -1
Gap between HOMO and LUMO, eV: 8.09



5.
ORCA calculation (ωB97M-V/def2-TZVPD) on a structure of composition C18H17GaN2O3 at a distorted geometry.

The geometry in XYZ format:
```
41
C18H17GaN2O3 (ωB97M-V/def2-TZVPD)
Ga -0.4140 -0.0742 0.5606
C 1.2181 0.9153 -5.8789
O 0.9666 2.1569 -5.2385
C 0.6168 2.2024 -3.9826
C 0.3873 3.4883 -3.4179
C 0.0218 3.6214 -2.1187
C -0.1439 2.4997 -1.2377
C -0.5150 2.6709 0.1031
C -0.7963 3.9708 0.7605
O -0.6614 1.6632 0.9516
C 0.0984 1.2052 -1.8275
O -0.0082 0.0333 -1.1496
C 0.4557 1.0807 -3.1508
H 1.4911 1.1529 -6.9037
H 0.3273 0.2848 -5.8795
H 2.0425 0.3842 -5.3996
H 0.5134 4.3522 -4.0528
H -0.1434 4.6152 -1.7368
H -0.6738 4.8324 0.1197
H -0.1515 4.0802 1.6351
H -1.8149 3.9640 1.1551
H 0.6138 0.0800 -3.5229
N -2.0279 -1.2996 1.0435
C -1.5014 -2.2860 1.9829
C -2.2707 -3.2907 2.5165
C -1.7149 -4.2167 3.4162
C -0.3966 -4.1366 3.7792
C 0.4267 -3.1166 3.2514
C 1.7919 -2.9659 3.5724
C 2.5159 -1.9400 3.0063
C 1.8937 -1.0629 2.1199
N 0.6128 -1.1848 1.8023
C -0.1391 -2.1817 2.3404
H -2.8120 -0.7934 1.4750
H -2.4263 -1.7773 0.2248
H -3.3131 -3.3752 2.2455
H -2.3485 -4.9939 3.8158
H 0.0250 -4.8507 4.4699
H 2.2579 -3.6581 4.2595
H 3.5605 -1.8041 3.2358
H 2.4357 -0.2458 1.6545
```

HOMO level, eV: -14.743
ΔE to the lowest compared entry with this formula, charge and spin, kcal per mole: 2.6
LUMO level, eV: -7.126
Charge: +2
Gap between HOMO and LUMO, eV: 7.62



6.
ORCA calculation (ωB97M-V/def2-TZVPD) on a structure of composition C18H17N3O5RuSe4.

The geometry in XYZ format:
```
48
C18H17N3O5RuSe4 (ωB97M-V/def2-TZVPD)
Ru -1.8034 0.7166 1.7769
O 0.8913 -1.7613 3.7113
C 0.6411 -1.0287 2.7685
O -0.2287 -0.0794 2.7904
C 1.5460 -1.1479 1.5328
C 2.5303 0.0452 1.5373
C 3.7805 -0.3205 0.7256
C 3.2361 -0.1995 -0.7181
C 1.7734 0.1775 -0.4451
O 1.8737 1.0032 0.7073
C 1.0184 -1.0691 0.0697
C -1.4529 -1.2769 0.7252
O -1.2121 -2.3245 1.5676
O -2.6102 -0.9248 0.4896
H 2.0789 -2.0882 1.6696
H 2.7036 0.4711 2.5227
H 4.1413 -1.3191 0.9704
H 4.5885 0.3877 0.9062
H 3.3406 -1.1118 -1.3061
H 3.7300 0.6106 -1.2538
H 1.2730 0.7155 -1.2432
H 1.3577 -1.9566 -0.4767
N -1.0642 0.1637 -2.1936
C -0.8538 -1.0016 -1.4880
C -1.0140 -2.2291 -2.0843
C -0.7964 -3.4857 -1.5090
C -0.4775 -3.9198 -0.1783
C -0.6261 -3.4557 1.0838
N -0.4242 -0.9427 -0.1514
C -1.1375 1.5012 -1.8163
C -1.1577 2.4219 -2.8812
C -1.2028 3.7667 -2.5960
C -1.2075 4.1674 -1.2668
C -1.1891 3.1932 -0.2923
N -1.1703 1.8765 -0.5401
H -1.2346 0.0255 -3.1758
H -1.3059 -2.2375 -3.1302
H -0.8355 -4.3067 -2.2154
H -0.0559 -4.9203 -0.1519
H -0.2937 -4.0563 1.9186
H -1.1305 2.0658 -3.9032
H -1.2281 4.4893 -3.4018
H -1.2429 5.2074 -0.9773
H -1.2198 3.4694 0.7521
Se -4.0875 1.5841 1.3867
Se -5.0056 2.0583 3.3985
Se -2.0474 4.5508 3.0026
Se -1.1887 2.4952 3.3824
```

HOMO level (alpha / beta), eV: -4.154 / -4.165
ΔE to the lowest compared entry with this formula, charge and spin, kcal per mole: 0.0
LUMO level (alpha / beta), eV: 2.239 / 1.554
Spin multiplicity: 6
Charge: -1
Gap between HOMO and LUMO (alpha / beta), eV: 6.39 / 5.72



Number 1: molar mass 378.35 g mol⁻¹. Number 2: molar mass 547.32 g mol⁻¹. Number 3: molar mass 746.45 g mol⁻¹. Number 4: molar mass 722.10 g mol⁻¹. Number 5: molar mass 379.07 g mol⁻¹. Number 6: molar mass 772.26 g mol⁻¹.